Entry 1:
DFT (ωB97M-V/def2-TZVPD) results for a structure of composition C31H44AuN3SSbSi3 at a distorted geometry.

Each line ends with the Mulliken charge.
Atoms and positions in Å:
Au1 0.05618 1.77384 -0.52077  0.96
S1 0.93421 5.73113 1.45114  -0.25
C1 -0.64116 5.26277 1.92721  -0.35
C2 -1.02659 4.06692 1.39353  -1.02
C3 -0.04302 3.49643 0.56284  0.33
C4 1.08706 4.27576 0.50166  -0.13
C5 2.27272 3.91293 -0.21136  0.91
C6 3.49775 4.58021 -0.08891  -1.05
C7 4.58179 4.14139 -0.81871  -0.56
C8 4.43078 3.04680 -1.66282  -1.06
C9 3.19981 2.41462 -1.70218  -0.06
N1 2.16343 2.83380 -0.99909  0.23
H1 -1.19950 5.90559 2.58111  0.51
H2 -1.98196 3.61379 1.59331  0.39
H3 3.57553 5.41863 0.58515  0.42
H4 5.53786 4.63620 -0.73119  0.44
H5 5.24855 2.69441 -2.27009  0.48
H6 3.03113 1.53494 -2.30788  0.34
C10 -0.19365 -3.16146 -1.56325  -1.36
Sb1 -1.21360 -1.35150 -0.88111  0.65
C11 0.02138 0.15459 -1.93821  1.53
C12 1.30463 -0.48435 -1.90188  -0.85
C13 2.22328 -0.57077 -2.96116  -1.51
C14 3.44922 -1.17064 -2.75485  -0.72
C15 3.74945 -1.68280 -1.49785  -1.03
C16 2.76641 -1.61187 -0.52017  -0.55
N2 1.59123 -1.05157 -0.70921  0.91
Si1 -0.74061 0.75019 -3.58373  0.30
C17 -2.46703 1.43283 -3.15197  -1.00
C18 -0.95965 -0.67069 -4.84204  -1.14
C19 0.32247 2.14278 -4.33728  -1.02
C20 -1.15607 -1.42990 1.40624  1.77
C21 0.09448 -0.81414 1.88156  -1.27
C22 0.92235 -1.48801 2.79073  -1.12
C23 2.07762 -0.91521 3.27475  -1.27
C24 2.39952 0.37346 2.87919  -1.12
C25 1.53449 0.99506 2.00399  -0.35
N3 0.43585 0.43156 1.51251  1.29
Si2 -2.67882 -0.30997 1.92377  0.45
C26 -4.34495 -1.24415 1.98706  -1.37
C27 -3.04019 1.05628 0.64425  -0.30
C28 -2.28785 0.43226 3.63430  -1.08
Si3 -1.43336 -3.30246 1.90469  0.50
C29 0.02504 -4.53464 1.67841  -1.36
C30 -1.88341 -3.34369 3.76553  -1.09
C31 -2.84300 -4.12159 0.90836  -1.15
H7 0.06352 -3.02044 -2.61025  0.45
H8 -0.85855 -4.01686 -1.47454  0.47
H9 0.71184 -3.33160 -0.99144  0.30
H10 1.95255 -0.18944 -3.93148  0.42
H11 4.16152 -1.25062 -3.56300  0.50
H12 4.70164 -2.13666 -1.29106  0.51
H13 2.92141 -2.03516 0.46281  0.38
H14 -3.11177 0.65569 -2.74654  0.26
H15 -2.95244 1.82883 -4.03753  0.46
H16 -2.41271 2.23823 -2.42613  0.26
H17 -1.63179 -1.43751 -4.46391  0.32
H18 -0.02423 -1.15169 -5.10880  0.36
H19 -1.39287 -0.28467 -5.76014  0.42
H20 0.51171 2.93651 -3.62070  0.27
H21 -0.19086 2.58183 -5.18627  0.49
H22 1.28428 1.79176 -4.69575  0.32
H23 0.64351 -2.46461 3.13478  0.56
H24 2.71297 -1.46352 3.95315  0.45
H25 3.28972 0.86667 3.23390  0.51
H26 1.72928 2.00379 1.67979  0.26
H27 -4.61600 -1.64785 1.01579  0.32
H28 -5.11975 -0.53646 2.26609  0.42
H29 -4.37511 -2.05007 2.70998  0.37
H30 -3.53239 0.64379 -0.23314  0.21
H31 -2.12626 1.55255 0.30847  -0.65
H32 -3.70144 1.80969 1.06078  0.61
H33 -2.19689 -0.34111 4.39119  0.32
H34 -3.08452 1.09919 3.94924  0.49
H35 -1.36345 1.00205 3.62996  0.30
H36 0.97939 -4.19420 2.06573  0.40
H37 0.17877 -4.81435 0.64196  0.35
H38 -0.22601 -5.44726 2.21546  0.48
H39 -1.17275 -2.80171 4.38159  0.31
H40 -1.89525 -4.37171 4.11476  0.46
H41 -2.86329 -2.92611 3.96551  0.27
H42 -2.70503 -4.03582 -0.16637  0.25
H43 -3.82389 -3.72961 1.14374  0.38
H44 -2.86464 -5.18128 1.14680  0.44

**Kohn-Sham gap (alpha / beta)**: 4.3 / 4.3 eV
**E_HOMO (alpha / beta)**: -9.94 / -9.94 eV
**Molecular weight**: 893.77 g/mol
**Net charge**: +1
**Max |F|**: 1.49 eV Å⁻¹
**Energy relative to the best compared isomer or geometry (same formula, charge and spin)**: 5.6 kcal/mol
**E**: -82023.37459 eV

=====

Entry 2:
DFT (ωB97M-V/def2-TZVPD) results for the molecule C11H13Cl2NO2.

Each line ends with the natural charge from an NBO analysis.
Atoms and positions in Å:
C1 1.63136 1.63497 -4.17079  -0.24
O1 1.73852 0.53280 -3.30822  -0.54
C2 0.82409 0.57831 -2.24182  -0.06
C3 1.09795 -0.60742 -1.30390  -0.07
C4 0.92869 -1.93362 -2.03125  -0.61
N1 0.21797 -0.55339 -0.15529  -0.61
C5 0.56615 0.04803 1.00562  0.67
O2 1.64836 0.56634 1.18784  -0.61
C6 -0.49064 0.02710 2.06786  -0.12
C7 -0.51012 1.07215 2.98694  -0.16
C8 -1.45200 1.10426 3.99604  -0.21
C9 -2.38115 0.07971 4.10900  -0.06
Cl1 -3.55499 0.11872 5.36645  0.04
C10 -2.35185 -0.98212 3.20755  -0.06
Cl2 -3.48265 -2.27546 3.35124  0.03
C11 -1.41160 -1.00688 2.19031  -0.21
H1 0.63533 1.68750 -4.62905  0.16
H2 2.38078 1.49582 -4.94698  0.20
H3 1.82369 2.57572 -3.64045  0.17
H4 0.93559 1.51708 -1.67756  0.18
H5 -0.21062 0.52804 -2.62340  0.15
H6 2.12011 -0.50801 -0.92614  0.23
H7 1.58643 -1.94906 -2.89442  0.24
H8 1.18055 -2.76226 -1.37474  0.22
H9 -0.09812 -2.05129 -2.37365  0.20
H10 -0.73413 -0.85071 -0.29733  0.40
H11 0.22838 1.85341 2.89613  0.24
H12 -1.47340 1.91673 4.70482  0.23
H13 -1.39269 -1.85648 1.52520  0.23

**Kohn-Sham gap**: 9.8 eV
**E_HOMO**: -9.40 eV
**Molecular weight**: 262.14 g/mol
**Max |F|**: 0.43 eV Å⁻¹
**Energy relative to the best compared isomer or geometry (same formula, charge and spin)**: 1.2 kcal/mol
**E**: -42248.32832 eV

=====

Entry 3:
DFT (ωB97M-V/def2-TZVPD) results for the ion C4H9NOS with charge +1 at a distorted geometry.

Each line ends with the natural charge from an NBO analysis.
Atoms and positions in Å:
C1 -0.61569 -0.71801 -1.81736  -0.46
N1 -0.96758 -0.90822 -0.40909  -0.35
C2 -0.05721 -0.36625 0.54105  -0.18
C3 -0.03865 1.19842 0.69493  -0.57
S1 0.91749 1.65516 2.14670  0.38
C4 1.34639 -0.94517 0.28467  0.42
O1 2.20557 -0.36171 -0.29359  -0.45
H1 -1.37889 -1.18608 -2.42149  0.25
H2 0.35383 -1.16269 -2.03450  0.23
H3 -0.55288 0.34168 -2.09341  0.23
H4 -1.83528 -0.41014 -0.30474  0.39
H5 -0.28545 -0.73453 1.54788  0.25
H6 -0.99786 1.69786 0.79744  0.26
H7 0.58760 1.69248 -0.06571  0.29
H8 -0.06203 2.22231 2.85474  0.15
H9 1.38063 -2.01512 0.57249  0.16

**Kohn-Sham gap (alpha / beta)**: 11.2 / 4.9 eV
**E_HOMO (alpha / beta)**: -14.64 / -13.86 eV
**Multiplicity**: 2
**Molecular weight**: 119.19 g/mol
**Net charge**: +1
**Max |F|**: 2.33 eV Å⁻¹
**Energy relative to the best compared isomer or geometry (same formula, charge and spin)**: 30.2 kcal/mol
**E**: -18656.66948 eV

=====

> The highest energy relative to the best compared isomer or geometry (same formula, charge and spin) belongs to which entry?

C4H9NOS

=====

> Which formula does entry 3 have?

C4H9NOS

=====

> What is the E in the first record?

-82023.37459 eV